DFT (ωB97M-V/def2-TZVPD) results for 2 unconnected molecules or ions with the total composition C12H12BCl4N2O.

Gap between HOMO and LUMO (eV): 3.96
Spin multiplicity: 1
Net charge: -1

```
32
Properties=species:S:1:pos:R:3:mulliken_charge:R:1
Cl -2.733 -0.626 -3.442 -0.326
B -1.662 0.850 -3.018 0.691
Cl -1.215 1.905 -4.490 -0.332
Cl -2.453 1.941 -1.726 -0.275
O -0.417 0.238 -2.454 -0.407
C 0.505 0.857 -1.833 -0.265
C 1.644 0.159 -1.332 0.868
C 2.730 0.945 -0.901 -0.383
C 3.858 0.353 -0.362 -0.742
C 3.911 -1.049 -0.281 0.510
Cl 5.286 -1.779 0.403 -0.215
C 2.860 -1.854 -0.760 -0.712
C 1.724 -1.257 -1.286 -0.366
H 0.495 1.950 -1.748 0.254
H 2.650 2.028 -0.999 0.353
H 4.687 0.959 -0.006 0.392
H 2.945 -2.935 -0.712 0.383
H 0.878 -1.837 -1.655 0.436
C 0.289 1.379 2.166 -0.668
C -0.804 0.499 1.763 0.403
N -1.873 0.248 2.573 -0.883
C -2.693 -0.587 1.891 0.665
C -3.957 -1.095 2.477 -1.103
C -2.089 -0.834 0.615 -0.796
N -0.908 -0.162 0.569 -0.079
H 1.030 1.428 1.366 -0.002
H -0.098 2.386 2.366 0.228
H 0.762 0.994 3.078 0.239
H -4.479 -1.777 1.797 0.279
H -3.745 -1.630 3.411 0.246
H -4.623 -0.257 2.709 0.248
H -2.505 -1.438 -0.177 0.357
```

=====

DFT (ωB97M-V/def2-TZVPD) results for a molecular structure, C12H12BN6RhS4.

Gap between HOMO and LUMO (spin up / spin down) (eV): 8.15 / 6.15
Energy relative to the best compared isomer or geometry (same formula, charge and spin) (eV): 0.007
Spin multiplicity: 5

```
36
Properties=species:S:1:pos:R:3:mulliken_charge:R:1
Rh 0.524 -0.468 -0.209 -0.172
S 1.876 -0.595 -2.091 -0.306
C 2.446 -2.109 -1.422 0.995
S 1.671 -2.468 0.106 -0.290
C 3.361 -2.913 -2.026 0.462
C 3.781 -4.135 -1.413 -0.133
N 4.112 -5.118 -0.919 -0.433
C 3.927 -2.567 -3.290 -0.121
N 4.374 -2.288 -4.312 -0.436
C -1.450 0.370 -3.507 -0.743
N -1.499 1.257 -2.355 0.306
C -1.372 2.622 -2.378 -0.303
C -1.504 3.047 -1.097 -0.727
N -1.710 1.955 -0.293 0.251
B -2.044 2.131 1.238 0.587
N -1.332 1.066 2.143 0.096
C -2.019 0.320 3.066 -0.616
C -1.135 -0.467 3.728 -0.330
N 0.103 -0.196 3.201 0.294
C 1.363 -0.795 3.613 -0.724
C -0.035 0.737 2.232 -0.146
S 1.267 1.287 1.228 -0.301
C -1.702 0.863 -1.075 -0.172
S -1.818 -0.797 -0.583 -0.307
H -1.070 0.937 -4.353 0.279
H -2.446 -0.008 -3.730 0.296
H -0.781 -0.462 -3.296 0.307
H -1.193 3.163 -3.290 0.459
H -1.461 4.037 -0.683 0.479
H -3.223 1.972 1.409 -0.176
H -1.669 3.236 1.526 -0.171
H -3.084 0.414 3.171 0.484
H -1.274 -1.185 4.516 0.460
H 1.141 -1.620 4.284 0.284
H 1.978 -0.058 4.124 0.307
H 1.897 -1.163 2.738 0.260
```

=====

DFT (ωB97M-V/def2-TZVPD) results for a molecular structure, C12H12BN9OPtS.

Gap between HOMO and LUMO (spin up / spin down) (eV): 5.60 / 5.82
Energy relative to the best compared isomer or geometry (same formula, charge and spin) (eV): 2.398
Spin multiplicity: 2
Net charge: +1

```
37
Properties=species:S:1:pos:R:3:mulliken_charge:R:1
Pt -0.400 -1.708 -1.329 1.178
C 3.289 -1.525 0.668 -1.160
C 2.555 -2.059 -0.382 0.132
N 1.431 -1.358 -0.524 -0.970
N 1.406 -0.387 0.431 0.693
C 2.523 -0.477 1.160 0.091
B 0.121 0.494 0.447 0.390
N -1.019 -0.578 0.258 -0.744
C -2.154 -0.632 0.879 0.556
C -3.225 -1.487 0.473 -0.620
C -3.202 -2.230 -0.689 -0.199
N -2.151 -2.284 -1.469 -0.138
N 0.048 1.229 -0.908 0.885
C 0.073 2.522 -1.281 -0.009
C -0.097 2.580 -2.648 -1.024
C -0.231 1.250 -3.062 -0.176
N -0.138 0.449 -2.011 -1.050
N 0.084 1.423 1.627 0.566
C 1.013 2.382 1.923 -0.487
C 0.607 3.010 3.065 -0.936
C -0.601 2.364 3.409 -0.269
N -0.917 1.413 2.548 -1.009
H 4.256 -1.852 1.017 0.408
H 2.780 -2.885 -1.040 0.431
H 2.701 0.195 1.984 0.534
H -2.279 0.036 1.723 0.552
H -4.128 -1.514 1.066 0.412
H -4.093 -2.781 -0.992 0.405
H 0.199 3.312 -0.559 0.522
H -0.126 3.461 -3.268 0.416
H -0.372 0.848 -4.055 0.487
H 1.881 2.542 1.297 0.681
H 1.100 3.816 3.586 0.435
H -1.251 2.557 4.250 0.462
O -0.413 -5.071 -1.921 -0.442
S 0.316 -4.270 -2.897 0.442
N 0.412 -2.787 -2.777 -0.445
```

=====

DFT (ωB97M-V/def2-TZVPD) results for a single C12H12BrClO molecule.

Gap between HOMO and LUMO (spin up / spin down) (eV): 7.54 / 7.54
SMILES: CC(C)=C1CC(Br)=C2C=CC(Cl)=C[C@@H]2O1
Energy relative to the best compared isomer or geometry (same formula, charge and spin) (eV): 1.231
Spin multiplicity: 1

```
27
Properties=species:S:1:pos:R:3:mulliken_charge:R:1
C 1.505 -1.700 1.082 -1.347
C 1.400 -0.397 0.263 0.867
C 2.558 0.553 0.335 -1.363
C 0.330 -0.091 -0.463 0.321
C 0.206 1.313 -1.152 -0.742
C -0.955 1.970 -0.560 0.303
Br -0.848 3.672 0.227 -0.176
C -2.066 1.187 -0.412 0.900
C -3.200 1.562 0.287 -0.765
C -4.292 0.672 0.406 -0.796
C -4.145 -0.677 -0.069 0.427
Cl -5.340 -1.819 0.369 -0.210
C -3.093 -1.052 -0.846 -1.101
C -1.919 -0.160 -1.093 0.274
O -0.804 -0.852 -0.553 -0.459
H 2.443 -2.284 0.773 0.288
H 0.676 -2.357 1.110 0.377
H 1.746 -1.372 2.174 0.296
H 3.180 0.785 -0.600 0.249
H 3.150 0.170 1.143 0.395
H 2.098 1.530 0.730 0.323
H 1.085 1.973 -0.913 0.424
H 0.024 1.214 -2.206 0.218
H -3.383 2.605 0.646 0.203
H -5.206 0.893 0.898 0.441
H -2.973 -2.044 -1.331 0.346
H -1.578 0.011 -2.103 0.307
```

=====

DFT (ωB97M-V/def2-TZVPD) results for 2 unconnected molecules or ions with the total composition C12H12BrIN2O4Si.

Gap between HOMO and LUMO (eV): 6.94
Spin multiplicity: 1

```
33
Properties=species:S:1:pos:R:3:mulliken_charge:R:1
Br 2.438 -0.330 -7.967 -0.233
Si 4.046 -0.874 -6.443 0.279
I 3.221 -0.558 -4.133 0.105
H 4.494 -2.271 -6.581 -0.097
H 5.186 0.022 -6.688 -0.111
C -2.660 -1.696 -0.265 -0.445
C -1.567 -2.042 0.524 -0.479
C -0.281 -1.971 0.001 -0.328
C -0.102 -1.547 -1.314 0.056
C -1.193 -1.207 -2.112 -0.185
C -2.475 -1.284 -1.581 -0.514
N 1.251 -1.446 -1.862 1.113
O 2.183 -1.769 -1.144 -0.576
O 1.378 -1.035 -3.023 -0.657
H -3.663 -1.748 0.149 0.400
H -1.718 -2.364 1.549 0.414
H 0.562 -2.243 0.626 0.454
H -1.061 -0.881 -3.138 0.420
H -3.331 -1.018 -2.191 0.379
C 1.126 1.925 4.271 -0.380
C -0.102 1.847 4.921 -0.427
C -1.280 1.817 4.183 -0.373
C -1.215 1.860 2.792 -0.016
C 0.010 1.945 2.135 -0.170
C 1.183 1.978 2.881 -0.536
N -2.452 1.802 2.009 1.052
O -3.509 1.746 2.618 -0.609
O -2.354 1.809 0.792 -0.586
H 2.044 1.943 4.850 0.372
H -0.140 1.808 6.004 0.370
H -2.230 1.756 4.701 0.438
H 0.067 1.984 1.053 0.486
H 2.143 2.042 2.380 0.385
```

=====

DFT (ωB97M-V/def2-TZVPD) results for a single C12H12BrNO molecule.

Gap between HOMO and LUMO (eV): 8.73
SMILES: CC1(C)C[C@](Br)(C#N)c2ccccc2O1
Energy relative to the best compared isomer or geometry (same formula, charge and spin) (eV): 0.108
Spin multiplicity: 1

```
27
Properties=species:S:1:pos:R:3:mulliken_charge:R:1
C 1.549 -1.756 1.098 -1.587
C 0.494 -1.030 0.175 1.458
C 0.585 -1.659 -1.259 -1.482
C -0.864 -1.271 0.787 -1.388
C -1.951 -0.248 -0.122 0.228
Br -3.776 -0.517 0.793 -0.083
C -2.202 -0.797 -1.407 0.261
N -2.417 -1.182 -2.456 -0.521
C -1.466 1.072 -0.089 0.754
C -2.313 2.207 -0.252 -0.807
C -1.791 3.490 -0.324 -0.662
C -0.397 3.704 -0.224 -0.506
C 0.415 2.570 -0.058 -0.464
C -0.095 1.287 0.035 0.398
O 0.805 0.336 0.138 -0.435
H 2.587 -1.376 0.947 0.407
H 1.700 -2.855 0.844 0.355
H 1.391 -1.442 2.179 0.328
H 1.629 -2.115 -1.443 0.361
H 0.208 -0.754 -1.764 0.433
H -0.126 -2.580 -1.335 0.267
H -0.992 -0.897 1.766 0.568
H -1.261 -2.216 0.766 0.622
H -3.314 2.275 -0.589 0.398
H -2.468 4.302 -0.350 0.416
H -0.010 4.669 -0.062 0.428
H 1.555 2.766 -0.151 0.251
```

=====

DFT (ωB97M-V/def2-TZVPD) results for a single C12H12Cl2N2O2 molecule.

Gap between HOMO and LUMO (eV): 8.74
SMILES: COc1ccc(OCCn2cnc(Cl)c2Cl)cc1
Energy relative to the best compared isomer or geometry (same formula, charge and spin) (eV): 0.000
Spin multiplicity: 1

```
30
Properties=species:S:1:pos:R:3:mulliken_charge:R:1
C -0.382 5.188 -1.980 -0.826
O -1.147 4.016 -2.109 -0.446
C -1.127 3.112 -1.088 0.750
C -1.906 1.966 -1.272 -0.560
C -1.949 0.988 -0.307 -0.280
C -1.217 1.123 0.873 0.271
O -1.344 0.085 1.767 -0.483
C -0.441 -0.029 2.831 -0.554
C 0.978 -0.411 2.362 -0.957
N 0.935 -1.581 1.529 0.189
C 0.719 -2.861 1.916 0.008
N 0.649 -3.685 0.907 -0.621
C 0.813 -2.925 -0.201 0.175
Cl 0.797 -3.573 -1.768 -0.201
C 0.989 -1.609 0.157 0.246
Cl 1.266 -0.220 -0.787 -0.134
C -0.451 2.261 1.062 -0.353
C -0.406 3.249 0.088 -0.664
H 0.685 4.965 -1.882 0.330
H -0.548 5.750 -2.898 0.231
H -0.708 5.790 -1.125 0.335
H -2.465 1.866 -2.188 0.411
H -2.543 0.098 -0.444 0.422
H -0.394 0.888 3.432 0.347
H -0.849 -0.833 3.450 0.415
H 1.606 -0.606 3.235 0.405
H 1.412 0.399 1.772 0.420
H 0.629 -3.157 2.941 0.422
H 0.122 2.412 1.965 0.328
H 0.206 4.119 0.270 0.374
```

=====

DFT (ωB97M-V/def2-TZVPD) results for a molecular structure, C12H12ClCrNO3S2.

Gap between HOMO and LUMO (spin up / spin down) (eV): 7.07 / 7.74
Energy relative to the best compared isomer or geometry (same formula, charge and spin) (eV): 0.063
Spin multiplicity: 5

```
32
Properties=species:S:1:pos:R:3:mulliken_charge:R:1
Cr 0.591 0.176 0.501 0.346
Cl -6.622 0.853 2.036 -0.233
C -4.895 0.653 1.969 0.121
C -4.205 0.247 3.125 -0.537
C -2.848 0.081 3.109 -0.634
C -2.082 0.305 1.929 0.611
O -0.806 0.152 1.965 -0.480
C -2.804 0.724 0.772 0.630
C -2.161 1.025 -0.474 -0.199
O -0.955 0.966 -0.729 -0.412
C -4.207 0.886 0.817 -0.862
H -4.764 0.062 4.033 0.412
H -2.318 -0.245 3.994 0.450
H -2.831 1.355 -1.283 0.305
H -4.733 1.200 -0.077 0.371
C 2.614 -0.883 -2.083 -1.084
C 1.617 -0.696 -0.988 0.690
O 0.882 -1.630 -0.638 -0.537
H 2.486 -1.831 -2.606 0.299
H 3.607 -0.847 -1.624 0.277
H 2.564 -0.041 -2.773 0.298
S 2.466 0.842 2.012 -0.235
C 1.492 2.192 1.810 0.196
N 0.522 2.577 2.659 -0.242
C -0.419 3.543 2.108 -0.341
C 0.425 4.452 1.225 -0.591
S 1.684 3.352 0.511 -0.084
H 0.173 1.841 3.261 0.363
H -0.910 4.093 2.909 0.405
H -1.180 3.022 1.516 -0.045
H 0.918 5.230 1.804 0.343
H -0.162 4.906 0.430 0.400
```

=====

| no. | strongest force on any atom (eV Å⁻¹) |
| --- | --- |
| 1 | 3.7 |
| 2 | 0.1 |
| 3 | 2.3 |
| 4 | 5.6 |
| 5 | 5.4 |
| 6 | 5.5 |
| 7 | 0.8 |
| 8 | 0.2 |